[1]
Below is a gas-phase ion, C4H7N2O (charge +1) in a non-equilibrium geometry, with properties calculated with ωB97M-V/def2-TZVPD.

```
14
Properties=species:S:1:pos:R:3
C -3.3870 0.2819 0.1704
N -2.1945 0.5396 -0.0808
C -0.9595 0.7175 -0.1478
N 0.1197 0.0511 -0.5509
C 1.3135 0.5365 -0.1254
C 2.4992 -0.2506 0.0274
O 1.3398 1.8268 0.4159
H -3.6832 -0.2690 1.0946
H -4.3010 0.6257 -0.4730
H -0.4679 1.6126 0.2256
H 0.1107 -0.7728 -1.0331
H 2.4846 -1.3367 -0.0278
H 2.8962 -0.2339 1.1274
H 3.3673 0.1797 -0.5686
```

Properties
ΔE to the lowest compared entry with this formula, charge and spin	80.32	kcal per mole
E_tot	-341.00824	hartree
SMILES	C=N/C=[NH+]/C(C)=O
charge	+1
frontier orbital gap	9.6	eV
HOMO	-14.451	eV

natural (NBO) population analysis, charges in e, atoms 1 to 5: number 1, C, carries 0.097; number 2, N, carries -0.308; number 3, C, carries 0.366; number 4, N, carries -0.562; number 5, C, carries 0.661

---

[2]
Below is a molecular structure, C4H7N2O in a non-equilibrium geometry, with properties calculated with ωB97M-V/def2-TZVPD.

```
14
Properties=species:S:1:pos:R:3
C -0.5422 1.1626 0.1065
C -2.6575 -0.1772 -0.0157
C 1.9874 0.9074 -0.2769
C 1.6900 -1.4528 0.3920
N 2.0405 -0.3035 0.0869
N -1.4506 0.4449 0.3288
O 0.4134 1.8436 0.1502
H -2.7367 -1.2539 0.1066
H -3.5777 0.3827 0.3378
H 1.9791 1.2347 -1.3790
H 2.5137 1.6021 0.2021
H 0.6721 -1.8581 0.8189
H 2.5279 -2.3026 0.2018
H -2.8595 -0.2297 -1.0599
```

Properties
ΔE to the lowest compared entry with this formula, charge and spin	93.29	kcal per mole
E_tot	-340.98758	hartree
charge	+1
frontier orbital gap	10.8	eV
HOMO	-15.004	eV

natural (NBO) population analysis, charges in e, atoms 1 to 5: number 1, C, carries 0.868; number 2, C, carries -0.463; number 3, C, carries 0.106; number 4, C, carries 0.058; number 5, N, carries -0.346

---

[3]
Below is a gas-phase ion, C4H7N2O2 (charge +1) in a non-equilibrium geometry, with properties calculated with ωB97M-V/def2-TZVPD.

```
15
Properties=species:S:1:pos:R:3
C 1.5694 0.0950 0.9000
N 0.0900 -0.0157 0.8645
C -0.5699 1.2793 1.1619
C -0.3255 -0.5067 -0.3716
C -0.6646 -0.8918 -1.4547
N -1.0772 -1.3727 -2.7379
O -0.6848 -2.4656 -3.0132
O -1.7572 -0.6143 -3.3603
H 1.9014 0.8205 0.1583
H 1.8898 0.4233 1.8875
H 2.0285 -0.8678 0.6781
H -0.1989 -0.6989 1.5819
H -0.2724 2.0222 0.4229
H -1.6534 1.1705 1.1304
H -0.2751 1.6229 2.1522
```

Properties
ΔE to the lowest compared entry with this formula, charge and spin	154.41	kcal per mole
E_tot	-416.11367	hartree
SMILES	C[NH+](C)C#C[N+](=O)[O-]
charge	+1
frontier orbital gap	10.8	eV
HOMO	-15.336	eV

natural (NBO) population analysis, charges in e, atoms 1 to 5: number 1, C, carries -0.416; number 2, N, carries -0.370; number 3, C, carries -0.416; number 4, C, carries 0.096; number 5, C, carries 0.188

---

[4]
Below is a gas-phase ion, C4H7N2O2 (charge +1) in a non-equilibrium geometry, with properties calculated with ωB97M-V/def2-TZVPD.

```
15
Properties=species:S:1:pos:R:3
C -0.1511 0.8330 -0.1478
C 1.0956 -1.0230 -1.1679
C 2.5765 -1.4178 -1.1056
C -2.3344 1.0659 0.9417
N 0.8829 0.2946 -0.6601
N -1.3410 0.7562 0.0762
O 0.1660 -1.6108 -1.5856
O -1.8703 1.1672 2.3513
H 0.6026 1.7015 0.3201
H 2.5035 -2.3137 -0.4461
H 2.9885 -1.7926 -2.0716
H 3.1311 -0.5485 -0.8466
H -2.7515 2.0215 0.6502
H -3.1643 0.4188 0.8652
H -2.3344 0.4476 2.8265
```

Properties
ΔE to the lowest compared entry with this formula, charge and spin	135.71	kcal per mole
E_tot	-416.14346	hartree
charge	+1
frontier orbital gap (spin up / spin down)	7.7 / 7.6	eV
HOMO (spin up / spin down)	-15.590 / -15.507	eV

natural (NBO) population analysis, charges in e, atoms 1 to 5: number 1, C, carries 0.302; number 2, C, carries 0.697; number 3, C, carries -0.700; number 4, C, carries 0.016; number 5, N, carries -0.359

---

[5]
Below is a gas-phase ion, C4H7N2O2 (charge +1) in a non-equilibrium geometry, with properties calculated with ωB97M-V/def2-TZVPD.

```
15
Properties=species:S:1:pos:R:3
C -3.5955 -0.0344 0.1645
C -0.1429 -0.1526 -0.0474
C -2.4151 0.0471 0.6926
C 1.0629 -0.9382 -0.3323
N -1.3044 -0.6799 0.1248
N 0.0573 1.1447 -0.2601
O -4.5294 -0.4508 -0.3782
O -0.8350 2.2109 -0.2737
H -0.8776 2.6069 -1.1832
H -2.2063 0.6265 1.5714
H 1.9111 -0.2370 -0.5051
H 0.8376 -1.6761 -1.0709
H 1.4523 -1.3571 0.5992
H -1.4759 -1.6328 -0.0259
H 0.9795 1.2843 -0.3933
```

Properties
ΔE to the lowest compared entry with this formula, charge and spin	59.96	kcal per mole
⟨S²⟩	2.011
E_tot	-416.13424	hartree
2S+1	3
charge	+1
frontier orbital gap (spin up / spin down)	6.5 / 9.4	eV
HOMO (spin up / spin down)	-10.416 / -15.785	eV

natural (NBO) population analysis, charges in e, atoms 1 to 5: number 1, C, carries 0.358; number 2, C, carries 0.540; number 3, C, carries 0.009; number 4, C, carries -0.673; number 5, N, carries -0.558

---

[6]
Below is 2 unconnected molecules or ions with the total composition C4H7N2O3 in a non-equilibrium geometry, with properties calculated with ωB97M-V/def2-TZVPD.

```
16
Properties=species:S:1:pos:R:3
C -0.7396 1.2234 0.5411
C -1.0175 -0.8472 -1.0790
C 1.3777 0.0308 -0.5762
C -0.0477 0.3885 -0.7472
N -0.4364 -0.7704 1.5146
N 0.3123 -0.6422 2.3260
O 0.0705 1.8674 1.2510
O -1.9549 1.2438 0.6013
O 1.0797 -0.3917 3.1290
H -0.1199 1.1154 -1.6191
H -1.1944 -1.6064 -0.3762
H -0.6281 -1.3444 -2.0374
H -1.9085 -0.2508 -1.1289
H 1.7604 0.5880 0.3050
H 1.8466 0.4725 -1.4939
H 1.5998 -1.0766 -0.6100
```

Properties
ΔE to the lowest compared entry with this formula, charge and spin	9.49	kcal per mole
E_tot	-491.80085	hartree
charge	-1
frontier orbital gap	8.0	eV
HOMO	-3.966	eV

natural (NBO) population analysis, charges in e, atoms 1 to 5: number 1, C, carries 0.777; number 2, C, carries -0.631; number 3, C, carries -0.656; number 4, C, carries -0.327; number 5, N, carries -0.085

---

Which value of charge does entry 1 give?
+1